94
Properties=species:S:1:pos:R:3:forces:R:3:lowdin_charge:R:1 method="wB97M-V/def2-TZVPD" orbital_gap_ev="4.564 / 4.561"
Zr 0.2229 0.0351 0.0971 0.62 -0.42 2.45 1.1473
C -1.0375 -0.0469 2.1473 0.33 0.21 -0.60 -0.2252
C -1.4149 1.1438 1.4448 -0.96 0.53 -0.17 -0.3895
C -2.0532 0.7114 0.2044 -0.75 -0.21 1.20 -0.2382
Si -1.1517 2.8655 2.1747 0.42 -0.54 -1.01 0.5118
C -2.0543 -0.7028 0.1745 -0.82 0.31 0.80 -0.2420
C -1.4360 -1.1985 1.3966 -0.61 -0.73 -0.11 -0.3875
Si -1.3020 -2.9739 2.0567 0.26 0.97 -0.91 0.5309
H -0.5893 -0.0704 3.1479 -0.11 0.04 -0.62 0.1015
H -2.5029 1.3754 -0.5303 0.21 -0.31 0.05 0.1003
H -2.4911 -1.3263 -0.5999 0.09 0.25 0.08 0.0985
Cl 2.3527 -0.0422 -4.4284 0.39 -0.03 -0.43 0.3986
C -1.1527 -3.0398 3.9261 -0.19 -0.02 0.03 -0.1565
C -2.7879 -3.9802 1.5074 -0.08 -0.17 0.37 -0.1688
C -0.7314 2.7660 3.9884 -0.25 0.00 0.15 -0.1539
C -2.6444 3.9403 1.8674 -0.25 0.08 0.29 -0.1691
H -3.6809 -3.5328 1.9668 0.12 -0.15 -0.13 0.0400
H -2.6854 -5.0033 1.8990 -0.13 0.15 -0.13 0.0381
H -2.9505 -4.0397 0.4259 0.05 0.04 0.29 0.0197
H -0.4269 -2.3340 4.3487 -0.21 -0.15 -0.20 0.0013
H -0.8627 -4.0534 4.2364 -0.07 0.18 -0.04 0.0416
H -2.1370 -2.8227 4.3653 0.23 -0.04 -0.01 0.0418
H -3.5252 3.3823 2.2199 0.08 0.29 -0.14 0.0400
H -2.7884 4.2094 0.8114 0.02 -0.09 0.35 0.0216
H -2.5553 4.8628 2.4604 -0.14 -0.15 -0.20 0.0370
H -1.5737 2.3040 4.5246 0.25 0.10 0.02 0.0437
H -0.5918 3.7855 4.3814 0.00 -0.29 -0.05 0.0435
H 0.1798 2.1839 4.1864 -0.24 0.13 -0.08 0.0188
C 0.2823 -3.6158 1.2226 -0.21 -0.41 0.27 -0.4010
C 0.3389 3.5608 1.2262 -0.25 0.23 0.47 -0.4046
P 0.5487 -2.7424 -0.3668 -0.44 0.27 -0.90 0.9448
H 0.1656 -4.6985 1.0744 0.31 0.14 0.01 0.0397
H 1.1357 -3.4536 1.8971 -0.13 -0.04 -0.22 0.0389
P 0.4920 2.7717 -0.4099 -0.25 -0.02 -0.70 0.9376
H 1.2244 3.3199 1.8396 -0.25 0.14 -0.38 -0.0077
H 0.2404 4.6543 1.1523 0.25 -0.22 0.03 0.0461
C 1.9842 3.5648 -1.1763 0.20 -0.15 -0.03 -0.5373
C -0.8934 3.5922 -1.3811 0.16 -0.08 0.22 -0.5353
C -0.7817 -3.5402 -1.4327 0.10 -0.04 0.19 -0.5347
C 2.0905 -3.4645 -1.0967 0.06 -0.15 0.11 -0.5439
C 3.2654 -2.4885 -0.9818 0.29 -0.12 -0.15 -0.1257
H 1.8545 -3.6086 -2.1637 0.10 0.08 0.23 0.1008
C 2.4729 -4.8151 -0.4844 0.31 -0.12 -0.19 -0.1252
H 2.6637 -4.7277 0.5934 -0.01 -0.02 -0.27 0.0753
H 3.3968 -5.1557 -0.9687 -0.08 -0.06 0.16 0.0821
H 1.7139 -5.5867 -0.6453 0.20 0.19 0.16 0.0543
H 3.0835 -1.5312 -1.4922 -0.01 -0.27 0.24 0.0523
H 4.1559 -2.9386 -1.4462 -0.19 0.14 0.09 0.0844
H 3.5201 -2.3020 0.0708 -0.06 0.00 -0.25 0.0669
H -1.7251 -3.3534 -0.8944 0.35 -0.03 -0.27 0.0572
C -0.6070 -5.0573 -1.6073 -0.29 -0.02 -0.19 -0.1151
C -0.8521 -2.8668 -2.8067 -0.26 -0.09 -0.11 -0.1352
H -0.6566 -5.6192 -0.6661 0.08 0.17 -0.18 0.0683
H 0.3373 -5.2899 -2.1172 -0.29 0.04 0.11 0.0691
H -1.4175 -5.4346 -2.2481 0.16 0.04 0.15 0.0825
H -1.1480 -1.8123 -2.7432 0.12 -0.25 0.14 0.0438
H -1.5995 -3.3793 -3.4307 0.21 0.05 0.11 0.0833
H 0.1150 -2.9297 -3.3247 -0.21 0.04 0.04 0.0724
H -1.8117 3.3464 -0.8231 0.26 0.10 -0.23 0.0665
C -0.9831 2.9860 -2.7854 -0.34 0.11 -0.08 -0.1372
C -0.7651 5.1182 -1.4839 -0.29 0.01 -0.15 -0.1157
H -0.7957 5.6305 -0.5146 0.08 -0.16 -0.17 0.0692
H -1.6087 5.4986 -2.0772 0.15 -0.01 0.13 0.0820
H 0.1522 5.4029 -2.0145 -0.24 -0.04 0.11 0.0693
H -1.2303 1.9177 -2.7715 0.12 0.20 0.12 0.0523
H -0.0402 3.1211 -3.3314 -0.19 -0.03 0.04 0.0684
H -1.7706 3.5014 -3.3538 0.19 -0.07 0.07 0.0822
C 3.1807 2.6002 -1.1982 0.32 0.14 -0.14 -0.1234
C 2.3988 4.8757 -0.5042 0.28 0.09 -0.21 -0.1230
H 1.6926 3.7667 -2.2212 0.10 -0.04 0.27 0.0976
H 2.6625 4.7176 0.5527 -0.07 0.07 -0.36 0.0611
H 1.6196 5.6408 -0.5701 0.22 -0.13 0.16 0.0557
H 3.2880 5.2521 -1.0309 -0.15 0.04 0.22 0.0846
H 3.5610 2.4257 -0.1777 -0.14 0.00 -0.40 0.0375
H 3.9988 3.0659 -1.7758 -0.22 -0.20 0.21 0.0864
H 2.9557 1.6355 -1.6798 0.01 0.34 0.24 0.0465
C 1.1462 0.0926 -3.0797 0.03 0.00 -0.13 -0.5698
H 1.6805 -0.0502 -2.1265 -0.26 0.12 -0.80 -0.0708
H 0.6845 1.0841 -3.1542 0.29 -0.51 0.26 -0.0231
H 0.4094 -0.6997 -3.2366 0.33 0.41 0.24 -0.0268
Cl 3.4805 2.6038 2.6491 0.14 0.13 0.07 0.7303
C 2.7602 1.2874 3.5287 -0.46 -0.79 0.30 -0.6029
C 2.7805 1.3415 4.9171 -0.23 -0.35 0.33 -0.1273
C 2.2805 0.2697 5.6661 0.03 0.13 -0.24 -0.0971
C 1.8006 -0.8624 5.0091 0.03 -0.15 -0.11 -0.0951
C 1.7802 -0.9072 3.6187 0.17 0.25 0.37 -0.0811
C 2.2068 0.1817 2.8421 0.33 0.20 -0.68 -0.3106
C 2.0945 0.1245 1.3531 0.98 0.09 0.99 -0.2594
H 3.1729 2.2144 5.4293 0.02 -0.08 -0.15 0.1019
H 2.2756 0.3078 6.7522 0.06 0.08 -0.19 0.0993
H 1.4394 -1.7237 5.5814 0.17 0.34 -0.16 0.1028
H 1.4360 -1.8043 3.1012 -0.01 0.33 0.14 0.0828
H 2.6076 -0.7864 1.0000 -0.10 0.18 -0.02 0.0269
H 2.6193 0.9827 0.9193 0.13 -0.21 -0.13 -0.0197

=====

110
Properties=species:S:1:pos:R:3:forces:R:3:lowdin_charge:R:1 method="wB97M-V/def2-TZVPD" orbital_gap_ev=7.399 charge=+1
C 4.5164 3.1741 1.6863 -0.47 -0.69 -0.23 -0.0781
N 3.0994 2.9609 1.2674 0.00 0.29 0.53 -0.0876
C 2.4309 2.0675 2.2068 0.43 1.24 0.62 -0.1628
N 1.0979 1.6758 1.6775 2.32 -0.64 0.42 -0.0227
N 0.1284 2.4687 2.0751 -0.50 0.17 -0.18 0.1340
C -1.0690 2.1904 1.6149 0.44 0.59 -0.23 -0.3280
P -2.4766 3.3262 2.1348 -1.25 0.03 0.63 0.8825
O -2.8044 4.1211 0.7135 1.41 -0.76 0.68 -0.2894
O -1.7079 4.4566 3.0371 0.12 -0.60 -0.98 -0.2733
C -1.2688 1.0759 0.7800 -1.44 0.08 -0.52 0.0001
C -0.2472 0.2698 0.3882 0.49 0.84 0.55 0.0309
C 1.0335 0.6243 0.8692 -0.93 -0.74 -0.89 -0.1288
C 2.1809 -0.2408 0.4217 0.22 -0.25 -0.37 -0.0501
C 2.2485 -0.3827 -1.1388 -0.08 0.70 0.28 -0.0364
C 3.5225 0.3203 -1.6707 -2.16 -1.45 0.79 -0.4684
F 4.5757 -0.3234 -1.1205 0.42 0.55 -0.33 0.1275
F 3.4425 1.5934 -1.2402 0.81 0.16 -0.37 0.1218
C 3.4971 0.2383 -3.2185 0.18 0.18 -0.63 -0.4356
F 3.1094 -0.9784 -3.6190 0.52 -0.19 0.45 0.1165
F 2.5681 1.0761 -3.6961 0.05 0.20 0.48 0.1398
S 5.1395 0.6255 -4.0767 0.28 0.06 -2.16 0.7898
F 4.5217 1.9277 -4.7622 0.21 0.06 0.56 -0.1365
F 5.6263 1.4826 -2.8392 -0.04 -0.25 0.08 -0.1296
F 5.7946 -0.7061 -3.5294 -0.21 0.26 0.61 -0.1125
F 4.6697 -0.1892 -5.3733 -0.04 0.08 0.34 -0.1346
F 6.5018 0.9475 -4.8110 -0.12 -0.02 0.29 -0.1083
H 4.8251 4.1908 1.4426 0.01 -0.17 0.00 0.0881
H 4.6087 2.9959 2.7666 0.32 0.20 -0.15 0.0818
H 5.1333 2.4598 1.1321 0.11 0.18 0.23 0.0797
H 2.6582 3.8606 1.4454 -0.14 -0.06 -0.45 0.1035
H 2.2712 2.6338 3.1346 -0.51 -0.51 0.01 0.1373
H 3.0360 1.2056 2.4830 -0.17 -0.11 -0.43 0.1308
H -1.9387 4.4197 0.3887 -0.40 0.28 -0.61 0.0632
H -1.0163 4.8928 2.5150 0.16 0.17 0.44 0.0570
H -2.2778 0.8653 0.4165 0.24 0.01 0.20 0.0863
H -0.3905 -0.5824 -0.2609 0.02 0.03 0.11 0.1399
H 3.1598 0.0564 0.7899 -0.18 0.03 0.13 0.1101
H 1.9577 -1.2511 0.7890 0.04 0.24 0.20 0.1406
H 1.4014 0.1564 -1.5789 0.10 -0.27 -0.12 0.1299
H 2.2011 -1.4357 -1.4218 0.13 0.15 -0.01 0.1051
C -5.5732 7.1146 -1.4028 0.08 0.25 -0.08 -0.0235
C -4.9259 7.5325 -0.1042 0.00 0.11 0.04 -0.5054
O -4.4135 8.6194 0.0240 0.05 -0.03 -0.02 0.0704
C -4.9455 6.5325 1.0257 0.12 0.15 0.10 -0.0265
H -5.4875 7.9238 -2.1251 0.01 0.00 0.03 0.0820
H -5.0728 6.2307 -1.8022 -0.15 -0.11 0.06 0.0814
H -6.6302 6.8981 -1.2404 0.04 -0.18 -0.01 0.0854
H -4.4143 5.6258 0.7283 -0.30 0.06 0.01 0.0443
H -5.9755 6.2902 1.2933 0.02 -0.14 -0.08 0.0889
H -4.4487 6.9619 1.8944 -0.02 0.02 -0.02 0.0842
C -4.8537 -1.6970 -1.7687 0.10 0.37 -0.09 -0.0092
C -4.1797 -1.3247 -0.4751 0.05 -0.08 0.11 -0.4665
O -3.6823 -0.2262 -0.3166 -0.14 -0.09 -0.18 0.0302
C -4.1463 -2.3624 0.6105 0.26 0.22 -0.05 -0.0096
H -4.8043 -0.8570 -2.4591 -0.01 -0.01 0.02 0.0848
H -4.3487 -2.5532 -2.2183 -0.15 -0.12 0.07 0.0899
H -5.9011 -1.9410 -1.5859 0.04 -0.19 -0.02 0.0858
H -3.6081 -3.2462 0.2612 -0.15 -0.07 -0.05 0.0968
H -5.1599 -2.6338 0.9002 0.04 -0.15 0.00 0.0582
H -3.6329 -1.9594 1.4811 -0.05 -0.01 0.01 0.0769
C 0.8558 -2.9646 -3.7561 -0.03 0.11 0.22 -0.0172
C 1.1109 -4.0638 -2.7581 0.03 -0.06 0.08 -0.4841
O 1.4814 -3.8022 -1.6301 0.00 0.11 -0.01 0.0501
C 0.8905 -5.4804 -3.2098 0.16 -0.02 0.41 -0.0054
H 1.0574 -2.0089 -3.2829 -0.08 0.02 -0.06 0.0479
H 1.5144 -3.0773 -4.6183 -0.15 -0.05 -0.10 0.0954
H -0.1860 -2.9842 -4.0798 0.06 -0.11 -0.18 0.0923
H 1.5516 -5.7104 -4.0470 -0.16 0.03 -0.13 0.0958
H -0.1500 -5.6170 -3.5089 0.06 0.00 -0.19 0.0944
H 1.1116 -6.1614 -2.3895 -0.05 -0.04 -0.04 0.0565
C 6.6547 6.8561 -2.6288 0.06 0.13 0.25 -0.0216
C 6.8381 5.6765 -1.7065 0.05 0.04 0.06 -0.5045
O 7.0908 5.8237 -0.5329 -0.09 -0.04 0.04 0.0630
C 6.6915 4.3008 -2.3098 0.04 -0.04 0.28 -0.0318
H 6.7865 7.7778 -2.0660 0.01 -0.03 0.01 0.0829
H 7.3955 6.8231 -3.4291 -0.13 -0.05 -0.12 0.0878
H 5.6503 6.8441 -3.0555 0.08 -0.06 -0.17 0.0853
H 7.4325 4.1541 -3.0972 -0.14 0.01 -0.13 0.0925
H 5.6870 4.1805 -2.7189 0.08 0.02 -0.19 0.0793
H 6.8486 3.5511 -1.5365 0.01 0.03 0.00 0.0742
C -8.0526 -1.5128 4.1775 0.28 -0.04 0.09 -0.0188
C -7.3984 -2.0234 2.9199 0.05 -0.01 0.08 -0.4906
O -6.2313 -2.3497 2.9021 -0.12 0.02 0.02 0.0508
C -8.2605 -2.1108 1.6845 0.28 -0.08 -0.09 -0.0142
H -7.3236 -1.5016 4.9849 0.00 -0.01 -0.02 0.0823
H -8.4209 -0.4978 4.0209 -0.18 -0.07 -0.01 0.0888
H -8.8799 -2.1658 4.4591 -0.12 0.13 -0.06 0.0898
H -8.6374 -1.1212 1.4220 -0.17 -0.05 0.07 0.0902
H -9.0963 -2.7890 1.8600 -0.11 0.14 0.01 0.0911
H -7.6685 -2.4929 0.8545 -0.02 -0.01 0.02 0.0685
C -0.7902 -3.7198 3.4451 0.01 -0.04 -0.33 -0.0072
C -0.7147 -2.2729 3.0413 -0.02 -0.09 -0.01 -0.4762
O -0.5659 -1.9469 1.8807 0.09 -0.05 0.11 0.0471
C -0.8327 -1.2434 4.1367 0.06 0.17 -0.28 -0.0015
H -0.6919 -4.3474 2.5614 0.00 0.03 0.00 0.0831
H 0.0193 -3.9561 4.1374 -0.13 0.01 0.15 0.0917
H -1.7520 -3.9248 3.9180 0.08 0.00 0.17 0.0945
H -0.0254 -1.3730 4.8591 -0.13 -0.08 0.13 0.0926
H -1.7959 -1.3422 4.6388 0.08 -0.07 0.14 0.0961
H -0.7629 -0.2444 3.7066 -0.02 -0.01 0.01 0.0651
C 2.3906 -9.3141 0.7682 -0.14 -0.12 -0.23 -0.0217
C 1.8679 -8.0683 0.0982 -0.02 -0.04 -0.02 -0.4976
O 1.2185 -8.1253 -0.9210 0.00 0.06 0.00 0.0631
C 2.1896 -6.7459 0.7533 -0.19 0.13 -0.25 -0.0188
H 2.0875 -10.1870 0.1940 0.00 0.03 0.00 0.0834
H 3.4803 -9.2837 0.8143 -0.01 0.04 0.18 0.0871
H 1.9809 -9.3958 1.7762 0.16 0.05 0.07 0.0860
H 3.2708 -6.6061 0.7989 0.00 -0.04 0.18 0.0883
H 1.7708 -6.7187 1.7610 0.18 -0.05 0.08 0.0814
H 1.7554 -5.9353 0.1689 0.03 -0.01 -0.01 0.0608